Molecular formula: C3H10N3O
Method: DFT, the ωB97M-V functional and the def2-TZVPD basis

Each line ends with the Löwdin spin population.
Geometry (Å):
O -3.237 -2.603 -0.074  0.000
N 0.379 2.023 0.199  0.070
H 0.402 2.791 0.862  0.019
H -1.917 -1.507 0.951  0.001
H 0.575 2.422 -0.714  0.022
H 2.868 1.902 1.379  0.018
C -2.306 -1.846 -0.034  0.000
H 3.096 1.468 -0.175  0.022
H 1.366 -1.063 0.918  0.011
N 0.754 -0.285 0.754  0.241
C -1.567 -1.332 -1.239  0.002
H -1.483 -0.243 -1.228  0.000
C 1.260 0.977 0.558  0.516
H -0.198 -0.495 0.532  0.009
H -0.556 -1.741 -1.248  0.001
N 2.655 1.185 0.695  0.068
H -2.092 -1.653 -2.137  0.000

Properties
multiplicity	2
E_LUMO (alpha / beta)	0.0272 / 0.0258	Ha
HOMO energy (alpha / beta)	-5.7655 / -9.3059	eV